Below is a gas-phase ion, C4H4F3N3 (charge +2) in a non-equilibrium geometry, with properties calculated with ωB97M-V/def2-TZVPD.

```
! RIJCOSX wB97M-V def2-TZVPD def2/J DEFGRID3
* xyz 2 1
C -0.0708 1.4269 0.0224
C -2.4079 -0.1988 -0.0164
C -0.0110 -0.9050 0.0297
C 2.1055 0.4070 -0.0218
N -2.3537 1.0438 -0.0220
N 0.6360 0.3409 0.0171
N -1.2882 -1.1244 0.0260
F 0.2654 2.6172 0.0267
F -3.5113 -0.8593 -0.0516
F 0.7726 -1.9114 0.0526
H 2.4466 0.5773 -1.0506
H 2.4782 1.2290 0.5948
H 2.5474 -0.5242 0.3415
H -1.6087 -2.1191 0.0518
*
```

E_tot ... -16810.203 eV

Atom charges from the Löwdin analysis, given in e for atoms 1 to 4: number 1, C, carries 0.060; number 2, C, carries -0.404; number 3, C, carries -0.183; number 4, C, carries 0.093